Density functional theory data (ωB97M-V with the def2-TZVPD basis set) for 10 unconnected molecules or ions with the total composition C43H112F6N8O13S2 at a distorted geometry.

Last column: Löwdin charge in e.
Geometry (Å):
C 6.63575 0.02093 -0.02468  -0.057
C 5.72952 1.15672 -0.29766  -0.262
C 6.28860 2.56370 -0.23950  -0.199
O 5.35533 3.46818 -0.77194  -0.204
C 5.75351 4.82947 -0.60188  -0.073
N 5.39566 0.88250 -1.79271  0.237
H 4.71470 1.49957 -2.21177  0.144
H 6.18143 1.08740 -2.39328  0.170
H 5.18098 -0.09526 -1.92687  0.079
H 7.61240 -0.12532 -0.48606  0.112
H 6.14276 -0.95056 0.01090  0.082
H 7.12445 0.15554 0.94028  0.106
H 4.82939 1.09164 0.31359  0.149
H 7.23415 2.54494 -0.78143  0.143
H 6.61132 2.91216 0.74159  0.145
H 5.75814 5.17543 0.43175  0.089
H 5.04360 5.41384 -1.18724  0.084
H 6.77490 4.99073 -0.94662  0.104
C 1.00565 6.68309 -5.94944  -0.017
C 0.25242 6.58408 -4.59191  -0.249
C -0.38029 5.24681 -4.37557  -0.194
O -0.74069 4.91277 -3.02744  -0.212
C -1.39322 3.67447 -2.86506  -0.092
N 1.35205 6.92153 -3.47996  0.250
H 0.87586 7.22323 -2.64191  0.153
H 1.84941 6.05411 -3.33741  0.153
H 1.88239 7.75026 -3.70808  0.167
H 1.04525 7.73422 -6.23522  0.103
H 0.50094 6.12425 -6.73751  0.102
H 1.97427 6.19705 -5.83262  0.092
H -0.41828 7.44324 -4.60272  0.157
H 0.19190 4.48399 -4.90360  0.129
H -1.33561 5.26772 -4.90001  0.146
H -2.37637 3.96213 -3.23758  0.103
H -1.51838 3.31541 -1.84354  0.071
H -0.91258 2.91029 -3.47590  0.063
C 1.83827 4.45738 -0.00650  -0.029
C 1.77640 3.84426 1.42780  -0.268
C 2.80480 4.44450 2.46545  -0.183
O 2.67002 5.85540 2.49985  -0.226
C 3.56183 6.59238 3.33276  -0.071
N 0.40410 4.20641 1.96430  0.185
H -0.30144 3.71854 1.43111  0.070
H 0.36784 4.04617 2.96085  0.059
H 0.24276 5.19298 1.82029  0.070
H 1.35426 5.43074 -0.08642  0.073
H 1.31428 3.76047 -0.66060  0.057
H 2.82824 4.56707 -0.44926  0.061
H 1.74695 2.75575 1.47645  0.119
H 3.79460 4.11667 2.14777  0.119
H 2.57438 4.14018 3.48643  0.116
H 3.35272 6.55472 4.40185  0.098
H 3.68092 7.62379 3.00093  0.099
H 4.57208 6.22178 3.15910  0.083
C 1.47122 -1.40918 -4.85307  -0.015
C -0.03864 -1.02436 -5.12020  -0.235
C -1.07974 -2.13510 -4.81877  -0.152
O -2.43553 -1.81194 -5.10603  -0.242
C -2.70466 -1.64398 -6.49119  -0.055
N -0.46100 0.27120 -4.39455  0.227
H -1.32205 0.67770 -4.73137  0.154
H -0.56806 0.10050 -3.40485  0.079
H 0.31226 0.91683 -4.46751  0.149
H 2.25113 -0.65892 -4.98326  0.091
H 1.85099 -2.23242 -5.45817  0.100
H 1.54587 -1.81337 -3.84354  0.053
H -0.05653 -0.67518 -6.15260  0.139
H -1.17951 -2.39591 -3.76515  0.109
H -0.69987 -3.01902 -5.33110  0.148
H -3.77622 -1.44469 -6.47899  0.093
H -2.55519 -2.61380 -6.96574  0.114
H -2.22173 -0.75488 -6.89662  0.092
C -7.18977 4.81155 2.86867  -0.044
C -5.81202 4.43249 3.23691  -0.297
C -5.14753 3.33833 2.30113  -0.207
O -3.88168 3.12111 2.78212  -0.259
C -3.19229 1.92287 2.32303  -0.083
N -4.95165 5.66925 3.28167  0.223
H -4.73602 6.20136 2.45072  0.154
H -5.31709 6.24326 4.02804  0.169
H -4.01882 5.36358 3.51935  0.118
H -7.31013 4.98231 1.79887  0.098
H -7.50185 5.71648 3.39001  0.100
H -7.93653 4.04074 3.05918  0.108
H -5.75152 4.13800 4.28463  0.161
H -5.04779 3.65971 1.26438  0.125
H -5.67775 2.38602 2.29316  0.131
H -3.74037 1.00440 2.53305  0.091
H -2.20451 1.93748 2.78367  0.045
H -2.89709 2.01251 1.27759  0.062
C 0.95767 -1.42732 7.08457  0.076
N 0.04139 -1.29116 5.79780  -0.316
C -0.55553 -2.62320 5.35029  0.003
C -1.20626 -0.42437 6.11005  0.030
C 0.86889 -0.68141 4.70122  -0.108
C 0.10003 -0.15784 3.43978  -0.168
O -0.48730 -1.27288 2.64285  -0.118
H 1.83363 -2.00210 6.78388  0.111
H 0.49249 -1.97433 7.90462  0.115
H 1.17965 -0.37839 7.28098  0.108
H -1.07640 -3.00923 6.22651  0.113
H 0.22768 -3.26078 4.94019  0.092
H -1.34442 -2.42794 4.62391  0.089
H -1.98617 -0.28273 5.36187  0.107
H -0.82254 0.54733 6.42096  0.105
H -1.51502 -0.96251 7.00625  0.108
H 1.55166 -1.40296 4.25256  0.128
H 1.60710 0.04861 5.03319  0.135
H 0.80226 0.33303 2.76597  0.096
H -0.64460 0.61749 3.62002  0.078
H -1.04824 -0.92292 1.94680  0.002
C -4.49778 -1.54066 -3.22037  0.009
N -5.42556 -1.91141 -2.07176  -0.277
C -4.76156 -1.43799 -0.73985  0.007
C -6.74890 -1.09386 -2.13916  0.033
C -5.78338 -3.45390 -2.01966  -0.090
C -4.78557 -4.50120 -2.31788  -0.160
O -3.69365 -4.22460 -1.37419  -0.085
H -4.84931 -1.84555 -4.20605  0.114
H -3.61576 -2.14057 -2.99620  0.080
H -4.23966 -0.48796 -3.10504  0.110
H -4.76615 -0.35803 -0.59226  0.097
H -3.69517 -1.65604 -0.68192  0.083
H -5.34203 -1.85481 0.08321  0.104
H -7.37140 -1.45185 -2.95919  0.113
H -6.42655 -0.08350 -2.39090  0.101
H -7.22974 -1.09358 -1.16096  0.111
H -6.74553 -3.51407 -2.52834  0.138
H -6.06056 -3.63634 -0.98139  0.130
H -4.50554 -4.41596 -3.36784  0.133
H -5.21541 -5.47368 -2.07783  0.147
H -3.91800 -4.69171 -0.56607  0.093
C 3.25678 -2.54361 1.24030  -0.109
C 3.72853 -3.87825 1.90440  -0.191
C 2.67831 -5.00829 1.55184  -0.118
C 1.33096 -4.82111 2.40109  -0.102
N 0.06564 -5.61925 2.05783  -0.195
C -1.11693 -5.41089 3.05255  -0.063
C -1.90063 -6.75705 2.90264  -0.124
C -0.92399 -7.80987 2.36878  -0.138
C 0.39307 -7.09812 2.38595  -0.102
C -0.21063 -5.44162 0.50488  -0.009
C -0.48414 -3.96248 0.02954  -0.220
C -0.57817 -3.77184 -1.42998  -0.113
H 3.34286 -2.68093 0.16242  0.039
H 3.86234 -1.66332 1.45591  0.066
H 2.20317 -2.35192 1.44343  0.038
H 3.86742 -3.72835 2.97507  0.098
H 4.73668 -4.03014 1.51882  0.107
H 3.19503 -5.96187 1.66035  0.117
H 2.57674 -4.89470 0.47254  0.094
H 0.96950 -3.79451 2.34169  0.089
H 1.50322 -4.92055 3.47279  0.120
H -1.60774 -4.46535 2.82198  0.118
H -0.68841 -5.37795 4.05424  0.116
H -2.72722 -6.55864 2.22038  0.107
H -2.32975 -7.01231 3.87156  0.124
H -1.20489 -8.03366 1.33965  0.116
H -0.80195 -8.74717 2.91161  0.139
H 1.09652 -7.43660 1.62523  0.142
H 0.86139 -7.11053 3.37014  0.145
H -1.01209 -6.14669 0.28434  0.127
H 0.76279 -5.79969 0.16973  0.120
H 0.34056 -3.27350 0.21196  0.093
H -1.30647 -3.51404 0.58700  0.103
H -0.82654 -2.73260 -1.64538  0.055
H -1.45394 -4.34913 -1.72638  0.062
H 0.33427 -3.99161 -1.98428  0.093
C 1.41315 0.13721 -0.73102  -0.623
F 1.44177 -0.96997 -1.44081  0.144
F 1.96868 0.01879 0.43539  0.157
F 2.04340 1.14617 -1.38979  0.108
S -0.51422 0.62376 -0.43643  0.577
O -1.26972 -0.45756 0.30816  -0.353
O -0.54118 1.87032 0.36912  -0.371
O -1.03259 0.82421 -1.78006  -0.363
C 5.94871 -3.28835 -2.22678  -0.579
F 6.48570 -3.94774 -3.21914  0.179
F 5.91981 -4.13104 -1.13701  0.081
F 6.70882 -2.21337 -1.88972  0.092
S 4.09679 -2.84678 -2.65738  0.481
O 3.96182 -1.53663 -2.03412  -0.387
O 4.07368 -2.76694 -4.10011  -0.307
O 3.24114 -3.89559 -2.15255  -0.309

As for the multiplicity: 2. The expectation value of S² is 0.751. As for the total energy: -4515.27431 a.u. As for the total charge: +5. The value obtained for the HOMO energy (spin up / spin down) is -11.857 / -17.588 eV. For the frontier orbital gap (spin up / spin down), the calculation gives 2.5 / 8.2 eV.